{
  "formula": "C54H143F6N13O19S2",
  "method": "ωB97M-V with the def2-TZVPD basis set",
  "e_lumo_ev": 0.1754,
  "charge": 0,
  "symbols": ["O", "H", "H", "H", "C", "F", "F", "F", "S", "O", "O", "N", "S", "O", "O", "C", "F", "F", "F", "C", "O", "C", "C", "N", "C", "C", "O", "C", "H", "H", "H", "H", "H", "H", "H", "H", "H", "H", "H", "H", "H", "H", "H", "C", "O", "C", "C", "N", "C", "C", "O", "C", "H", "H", "H", "H", "H", "H", "H", "H", "H", "H", "H", "H", "H", "H", "H", "C", "C", "C", "O", "C", "N", "H", "H", "H", "H", "H", "H", "H", "H", "H", "H", "H", "C", "C", "C", "O", "C", "N", "H", "H", "H", "H", "H", "H", "H", "H", "H", "H", "H", "C", "C", "C", "O", "C", "N", "H", "H", "H", "H", "H", "H", "H", "H", "H", "H", "H", "C", "C", "C", "O", "C", "N", "H", "H", "H", "H", "H", "H", "H", "H", "H", "H", "H", "C", "C", "C", "O", "C", "N", "H", "H", "H", "H", "H", "H", "H", "H", "H", "H", "H", "C", "C", "C", "O", "C", "N", "H", "H", "H", "H", "H", "H", "H", "H", "H", "H", "H", "C", "C", "C", "O", "C", "N", "H", "H", "H", "H", "H", "H", "H", "H", "H", "H", "H", "C", "C", "C", "O", "C", "N", "H", "H", "H", "H", "H", "H", "H", "H", "H", "H", "H", "C", "C", "C", "O", "C", "N", "H", "H", "H", "H", "H", "H", "H", "H", "H", "H", "H", "C", "C", "C", "O", "C", "N", "H", "H", "H", "H", "H", "H", "H", "H", "H", "H", "H"],
  "xyz": [[0.3332, 0.2624, -0.6287], [0.3821, 0.9542, -1.2994], [-0.9733, 0.4290, 0.4716], [1.0188, -0.3246, -0.8608], [4.1293, -0.3474, -1.6692], [4.3013, -0.3651, -2.9947], [5.3384, -0.2239, -1.0473], [3.4677, 0.6355, -1.2354], [3.4716, -1.9690, -0.9942], [4.3040, -3.0125, -1.5740], [3.5213, -1.8064, 0.4339], [1.8664, -2.0141, -1.3871], [1.2729, -3.0773, -2.3761], [1.8056, -2.8888, -3.7178], [1.2905, -4.4341, -1.8394], [-0.4886, -2.5476, -2.2246], [-0.6871, -1.4292, -2.8804], [-1.1777, -3.4468, -2.8578], [-0.8791, -2.3918, -0.9682], [-7.7171, 0.0494, 0.9281], [-6.8331, -1.0218, 0.7087], [-6.4939, -1.6466, 1.9466], [-5.7734, -2.9642, 1.6589], [-4.5198, -2.8368, 0.9095], [-3.8065, -4.1302, 0.9454], [-4.5868, -5.3655, 0.3287], [-3.8649, -6.4828, -0.0334], [-3.1583, -6.2390, -1.2798], [-8.6337, -0.2445, 1.4502], [-8.0166, 0.4257, -0.0467], [-7.3238, 0.9035, 1.5047], [-7.4934, -1.8224, 2.4748], [-5.8561, -0.9696, 2.5243], [-6.4564, -3.6431, 1.1463], [-5.6107, -3.4668, 2.6200], [-4.7673, -2.6656, -0.0536], [-3.4233, -4.3841, 1.9287], [-2.9250, -3.9905, 0.3043], [-5.2358, -4.9865, -0.4620], [-5.2594, -5.6861, 1.1391], [-2.3319, -5.5246, -1.1178], [-3.9088, -5.8516, -1.9816], [-2.7320, -7.1757, -1.5971], [3.2371, 5.1837, 1.7144], [3.8916, 4.2157, 0.9698], [4.7766, 4.7523, 0.0740], [5.1858, 3.6253, -0.8449], [5.9005, 4.1427, -2.0645], [6.4308, 3.0756, -2.9063], [7.2112, 3.5757, -4.1130], [6.3986, 4.4928, -4.8080], [7.1589, 5.5379, -5.3627], [2.5398, 4.6628, 2.3942], [2.6617, 5.8178, 1.0066], [3.9356, 5.8427, 2.3116], [5.6242, 5.2426, 0.6402], [4.3696, 5.5652, -0.5888], [4.3135, 3.0215, -1.1447], [5.8794, 3.0080, -0.2811], [5.3444, 4.7460, -2.6470], [5.6055, 2.4354, -3.3643], [7.0313, 2.4290, -2.2497], [7.4305, 2.7562, -4.7942], [8.1266, 4.0715, -3.7394], [7.7663, 5.9612, -4.5511], [6.4501, 6.2541, -5.7095], [7.7633, 5.1985, -6.1804], [-2.7735, -1.8628, 4.0604], [-3.2863, -0.5058, 4.5152], [-2.9769, -0.3718, 5.9791], [-3.3571, 0.9083, 6.3916], [-3.1201, 1.0687, 7.7611], [-2.6075, 0.6389, 3.7728], [-3.2056, -2.6979, 4.5409], [-1.6722, -1.8430, 4.1042], [-3.0411, -1.9796, 3.0080], [-4.3736, -0.3422, 4.4204], [-1.9338, -0.5899, 6.1048], [-3.6355, -1.1273, 6.4500], [-3.7372, 0.3897, 8.3635], [-3.4168, 2.1030, 7.9280], [-2.0484, 0.9695, 8.0508], [-1.6035, 0.4513, 3.8218], [-2.8275, 1.5082, 4.2766], [-0.8246, -6.2846, 2.6243], [-0.5710, -4.8469, 2.9675], [-0.8063, -4.6461, 4.4512], [-2.1886, -4.8978, 4.7614], [-2.4033, -5.0095, 6.1660], [0.7852, -4.4688, 2.5984], [-1.8340, -6.6792, 2.6635], [-0.1552, -6.8865, 3.2381], [-0.5290, -6.3118, 1.5747], [-1.1992, -4.1392, 2.4291], [-0.6326, -3.5829, 4.7786], [-0.1397, -5.2569, 5.1106], [-2.3951, -4.0522, 6.6971], [-1.6845, -5.6995, 6.6198], [-3.4111, -5.4599, 6.2097], [1.4710, -5.2483, 2.6533], [0.6769, -4.2308, 1.6043], [-4.0305, 3.6848, -3.2401], [-3.8220, 2.5306, -4.2131], [-2.7331, 2.9174, -5.2228], [-2.7182, 1.9237, -6.2050], [-1.6544, 2.1203, -7.0862], [-3.2807, 1.3686, -3.5184], [-4.3659, 4.6549, -3.6854], [-3.1139, 3.9186, -2.6538], [-4.7961, 3.3703, -2.4997], [-4.7602, 2.3570, -4.6969], [-1.7375, 2.9756, -4.7584], [-2.9599, 3.8954, -5.6834], [-0.6844, 1.9397, -6.6407], [-1.6457, 3.1443, -7.4974], [-1.7733, 1.4525, -7.9291], [-2.8112, 0.8167, -4.1737], [-4.0472, 0.7729, -3.2833], [0.7817, 0.1329, 5.8832], [1.8439, 0.3017, 4.8281], [1.2467, 0.9471, 3.5626], [0.3332, 0.0373, 2.9313], [0.9552, -0.9384, 2.0603], [2.9631, 1.1084, 5.4102], [1.1638, -0.3357, 6.7828], [0.0376, -0.5638, 5.4924], [0.3539, 1.1238, 6.1091], [2.3539, -0.6210, 4.5170], [2.0553, 1.2054, 2.8703], [0.6944, 1.8561, 3.8370], [1.8376, -0.5768, 1.5228], [0.1743, -1.2368, 1.3279], [1.2099, -1.8226, 2.6111], [3.6143, 1.3319, 4.6650], [2.5811, 1.9498, 5.8167], [-4.3694, 1.1734, 0.8044], [-2.9129, 1.4455, 0.2889], [-2.4099, 2.7895, 0.6543], [-1.1208, 2.9868, -0.0229], [-0.1439, 3.3207, 0.9254], [-1.9788, 0.4536, 0.8507], [-4.9537, 2.1017, 0.5697], [-4.5493, 0.9313, 1.8587], [-4.8512, 0.3103, 0.3465], [-2.8051, 1.3510, -0.8029], [-2.3579, 2.9099, 1.7318], [-3.1250, 3.5253, 0.2336], [-0.4223, 4.1959, 1.4957], [0.7901, 3.5550, 0.4499], [0.0267, 2.4579, 1.6027], [-2.2264, 0.3709, 1.8174], [-2.2970, -0.4902, 0.5737], [5.8610, -0.0611, 6.4365], [5.3928, -0.9778, 5.3006], [5.7141, -0.4855, 3.9010], [5.1548, 0.7405, 3.4461], [5.0378, 0.8579, 2.0192], [6.0600, -2.2818, 5.4744], [6.9582, 0.0518, 6.3356], [5.5439, -0.3876, 7.4196], [5.4166, 0.9065, 6.2145], [4.2974, -1.1099, 5.2820], [5.4407, -1.2611, 3.1651], [6.8575, -0.3840, 3.7929], [6.0574, 0.8685, 1.5726], [4.6319, 1.8722, 1.8558], [4.4364, 0.1104, 1.5554], [7.0589, -2.2134, 5.1663], [5.6217, -3.0334, 4.9231], [-4.2495, -2.2404, -2.9607], [-5.6073, -1.7132, -2.6329], [-6.4815, -1.4541, -3.8596], [-5.9194, -0.3106, -4.6015], [-6.6916, -0.0701, -5.7449], [-6.1724, -2.7946, -1.7931], [-3.6517, -2.3928, -2.0890], [-3.6951, -1.6334, -3.6808], [-4.3621, -3.2011, -3.4131], [-5.6205, -0.7630, -2.0919], [-7.5558, -1.2651, -3.6698], [-6.4631, -2.3532, -4.4939], [-6.1081, 0.4318, -6.5251], [-7.6316, 0.4145, -5.4122], [-7.0410, -0.9737, -6.2255], [-7.1895, -2.7817, -1.6347], [-5.9190, -3.7091, -2.1303], [0.6729, 6.1468, -6.3929], [0.1918, 7.1927, -5.4607], [0.6280, 6.9719, -3.9853], [0.0711, 5.7342, -3.4995], [-1.0874, 6.1158, -2.7601], [0.5842, 8.5539, -5.7861], [1.7874, 6.0209, -6.3756], [0.4313, 6.3341, -7.4325], [0.2473, 5.1656, -6.1544], [-0.9012, 7.2182, -5.5078], [0.2260, 7.8592, -3.4718], [1.6925, 6.8274, -3.8484], [-1.8810, 6.4382, -3.4164], [-0.9106, 6.9227, -1.9908], [-1.5374, 5.3111, -2.1648], [0.4121, 8.7166, -6.7821], [1.5909, 8.6878, -5.6842], [5.7651, -4.9019, 1.1918], [4.4195, -5.0473, 1.8391], [4.3726, -6.3414, 2.5457], [3.1384, -6.6674, 3.1519], [3.2806, -7.7859, 3.9157], [4.2125, -3.9679, 2.8676], [5.8715, -5.6562, 0.3628], [6.5819, -4.9160, 1.9057], [5.8043, -3.9424, 0.6769], [3.6435, -4.9734, 1.0596], [5.1279, -6.2334, 3.3423], [4.7031, -7.2072, 1.9270], [4.0695, -7.6477, 4.6759], [3.5791, -8.6882, 3.3225], [2.3190, -7.9474, 4.3941], [4.2554, -3.0831, 2.3517], [3.2595, -4.0799, 3.1953], [2.1049, 3.0681, -3.3779], [0.7742, 2.4905, -3.8628], [0.8420, 1.1753, -4.5869], [1.4546, 1.3046, -5.8311], [1.6371, -0.0148, -6.3310], [-0.1082, 2.2592, -2.8161], [2.5497, 2.5254, -2.5528], [1.8766, 4.0998, -2.9900], [2.7914, 3.1439, -4.2119], [0.4376, 3.2591, -4.6042], [-0.1360, 0.7261, -4.6588], [1.4518, 0.5206, -3.8766], [0.6826, -0.5161, -6.4308], [2.2286, -0.6713, -5.7002], [2.2070, 0.0180, -7.2596], [-0.2135, 3.0591, -2.1889], [-1.0874, 1.9752, -3.0070]],
  "atomic_forces_ev_per_a": [[-1.4944, 1.5871, 0.8421], [-0.3726, 0.6246, -0.5807], [-0.4683, 0.6489, 0.6012], [1.3795, -1.8483, -0.2863], [2.4449, -2.8392, 0.2889], [-0.3342, 0.3130, 0.7220], [0.1890, -0.3557, -0.8182], [-2.4930, 2.5685, 0.1571], [-1.1330, -2.1668, -0.7673], [-1.0077, 1.3305, 0.3006], [0.2366, 0.5152, 0.0006], [2.1195, 1.0909, 0.9679], [2.3497, -1.5812, -0.3082], [-1.4097, -0.1595, 0.7244], [-0.5095, 1.2080, -0.5011], [1.5438, 0.4441, -0.6802], [-0.1125, 1.5305, -0.2590], [-1.4393, -1.6902, -0.1392], [-0.3854, -0.3693, 0.3315], [-0.4204, 0.4998, -0.3008], [-0.0268, 0.2272, 0.4821], [-0.9097, -0.5028, -0.3727], [-0.5091, 0.1281, 0.2453], [0.0098, -0.7008, 1.1761], [0.6782, -0.4159, -1.8227], [-1.0146, 1.2832, 2.2050], [1.1518, 0.0522, -1.0648], [-0.3512, 0.3036, 1.2362], [0.0156, -0.3418, 0.0337], [0.0428, 0.0631, -0.1223], [0.4201, -0.3307, -0.0758], [1.4209, -0.0163, -0.2000], [-0.0480, -0.0271, 0.1964], [-0.3478, 0.1105, -0.2211], [0.3874, 0.2305, 0.0132], [-0.2792, 0.1396, -0.3241], [-0.2238, 0.1294, 0.3198], [0.0652, 0.0203, 0.1960], [0.0353, -0.0223, -0.4305], [-0.0095, -0.1820, -0.3098], [-0.3768, -0.1485, -0.2579], [0.4240, -0.0608, -0.2465], [-0.0263, -0.2975, -0.1950], [-0.5374, 0.8377, 0.5448], [-0.7132, -0.6410, 0.6308], [1.2412, 1.2396, -1.1783], [0.9905, 0.5053, -1.4901], [0.4294, -0.5343, 0.8866], [-1.2249, -0.9969, -0.2789], [0.0285, 0.2186, 0.9655], [-0.1876, 0.0633, 0.0918], [-0.2604, -0.1598, 1.0620], [0.3278, 0.3372, -0.2033], [0.0914, 0.0144, 0.5360], [-0.5496, -0.6503, -0.5294], [-0.4137, -0.5906, -0.7162], [-0.2875, -0.3812, 0.6910], [0.0876, 0.1981, 0.3597], [0.1158, -0.4096, -0.2085], [-0.4708, 0.1389, 0.1153], [0.5736, 0.4114, 0.7299], [0.0365, 0.0279, -0.4718], [0.4201, -0.2665, 0.1466], [-0.1441, -0.1701, -0.3666], [0.1417, 0.2395, -0.4204], [-0.3764, 0.7127, -0.3582], [0.5797, -0.1857, -0.5173], [0.2816, 1.6792, -1.8033], [0.4561, 1.2852, -0.1229], [-1.6937, -0.5944, -0.6512], [0.5125, -0.3175, 0.1191], [0.1621, 0.9526, 0.4253], [-0.5621, -1.1291, 0.1263], [-0.2456, -0.7839, 0.9164], [-0.3488, -0.2803, 0.1791], [0.0806, -0.1219, -0.2097], [0.2921, -0.3429, -0.3180], [0.6519, 0.0015, 0.6236], [0.5471, 0.0733, 0.4396], [0.1159, 0.0432, -0.0334], [-0.0026, -0.0319, 0.5587], [-0.5452, -0.1460, -0.3162], [-0.0132, 0.3067, 0.1102], [0.3035, -0.5576, -0.2245], [0.0132, -0.1277, -1.1945], [-0.0171, 0.0404, 1.3662], [-0.3132, 1.5187, 1.3590], [0.8752, -0.3154, 0.2893], [-0.8985, -0.6573, -0.8850], [0.5271, 0.1226, -0.7406], [-0.2416, 0.2432, 0.3701], [0.0250, -0.2463, -0.1591], [0.1336, -0.7475, -0.0998], [-0.4237, -0.1490, 0.0076], [0.3053, -0.7171, -0.4969], [-0.3617, 0.0229, -0.6836], [0.1277, 0.0966, -0.1298], [-0.0019, 0.0943, 0.0292], [0.4065, 0.2729, 0.4624], [-0.8218, 0.4718, 0.0262], [0.8107, -0.0725, 0.4212], [-0.2175, 0.5403, 1.0959], [1.9707, 1.4034, 0.2367], [-0.8807, 0.3507, -0.0139], [-0.1314, -0.3187, -0.1661], [0.2397, 0.3666, -0.9300], [-0.9399, 0.7267, 1.2844], [0.1384, -0.9285, 0.0241], [-0.4049, -0.3443, -0.4518], [0.2955, 0.2970, -0.2949], [-0.5337, -0.3952, -0.6642], [-0.2560, 0.1598, 0.2239], [0.0709, -0.0961, 0.0964], [0.2901, -0.0585, 0.3076], [-0.0881, -0.0832, 0.1500], [-0.0842, -0.2756, -0.1204], [1.1028, -0.9586, -1.4196], [-0.6719, -0.4269, 0.5587], [-0.1119, -0.5714, -0.3602], [1.4746, 1.0911, 0.0990], [0.1383, -0.9427, 0.2372], [0.2956, 0.4600, -0.4989], [-0.9524, 0.1929, -0.1486], [-1.1179, -0.4904, -0.4584], [0.2423, 0.1592, 0.2258], [-0.2892, 0.3064, 0.0322], [-0.0975, -0.4096, 0.0389], [-0.6005, -0.1781, 0.1320], [-0.0415, 0.0777, -0.0487], [-0.0191, -0.1122, -0.0920], [-0.2779, 0.2356, 0.1900], [0.5938, 0.1650, 0.3581], [0.3016, -0.5047, 0.4078], [0.2303, 0.1593, 0.0886], [0.0661, 0.3211, -0.0056], [-0.2059, 0.8039, -0.7086], [-0.7542, -0.8656, -0.2502], [0.3554, 1.1888, -1.4810], [-1.5623, -0.0329, 0.8123], [0.4702, -0.7041, 0.7225], [-0.2439, -2.4086, -1.5816], [0.2742, -0.9161, 0.1273], [0.9349, 0.5400, 0.0999], [0.1596, 0.1046, -0.6507], [-0.5296, 0.0407, 0.1983], [0.2868, 0.1207, 0.1986], [0.3865, -0.1501, 0.3495], [-0.2264, 0.3223, 0.3490], [0.4146, -0.0622, -0.5589], [0.0161, 0.4740, -0.1263], [0.8783, 0.5933, 2.0651], [-0.0571, 0.2491, -0.4637], [-0.0116, 0.5298, -1.5627], [-0.0470, -0.5200, 0.0904], [2.1369, 0.2181, -1.6387], [-0.7551, -0.0564, 0.2265], [1.4559, 1.6154, 0.8699], [0.5074, -0.3833, -0.4876], [-0.4236, -0.1652, 0.4005], [0.1310, -0.2176, 0.0188], [0.0686, 0.2619, 0.3649], [0.3947, -0.1509, 0.6203], [-0.0472, -0.0481, 0.3896], [-1.1905, -0.1720, 0.2611], [-0.4893, -0.2511, 0.0855], [-0.0457, -0.5224, -0.0594], [-0.5003, -0.7484, -0.1576], [-1.2425, -0.0637, 0.3773], [0.2231, 0.5710, 0.1067], [0.6420, 0.9919, -1.0272], [-1.6818, -0.6001, 0.2664], [0.7482, 0.6058, -1.0999], [-0.1503, -1.6403, 0.8743], [-0.8142, 0.1745, -0.0651], [-0.8993, 0.5702, 0.4406], [0.4213, 0.0994, 0.7290], [-0.0468, 0.1001, 0.1630], [-0.0884, -0.8159, -0.4846], [0.3525, -0.1532, 0.4226], [0.4493, 0.1293, 0.4565], [0.1241, 0.1390, -0.1453], [-0.2014, 0.4736, 0.5593], [0.4363, 0.4580, -0.5925], [0.1050, -0.7370, -0.0666], [0.7523, 0.2987, -0.1339], [-0.0022, -0.0688, -0.3307], [1.4196, -1.4608, -0.4796], [0.1448, 0.6468, 0.9822], [-0.9194, -0.7322, -1.2372], [-0.9081, 1.3301, 1.1743], [-0.4050, -0.1741, 1.2719], [0.4777, 0.5959, -0.8134], [-0.7601, 0.1824, 0.1818], [-0.2700, 0.2939, -0.2222], [0.0603, 0.0951, 0.0951], [-0.0833, -0.2309, 0.3310], [0.4913, -0.4324, 0.2928], [0.4177, 0.5096, -0.3063], [-0.2807, 0.3880, -0.4166], [0.2108, -0.5749, -0.8964], [0.6064, -0.3911, -0.3606], [-0.0456, 0.0714, 0.3856], [-0.1533, -0.1521, 0.0839], [0.0435, -0.0103, -1.5273], [-0.8443, 1.1951, 0.2548], [0.8932, -1.3053, 0.5926], [-0.0607, 1.5300, -1.2423], [0.2669, -1.5096, 0.8134], [0.3551, -0.3757, -0.9611], [0.1633, 0.5109, 0.9844], [0.1246, -0.3207, 0.1170], [0.0322, 0.1430, 0.0118], [0.1033, -0.1570, 0.0638], [-0.0456, -0.2075, 0.0622], [-0.2436, 0.5244, -0.0193], [-0.2425, -0.0476, 0.0255], [-0.3249, 0.5048, 0.2301], [0.0098, -0.3305, 0.1863], [-0.2434, -0.2475, 0.2671], [-0.0935, 0.3082, 0.1297], [-0.8006, 0.9358, 0.3699], [0.5946, 1.0615, -2.3571], [1.9290, -0.2112, 1.5515], [0.3475, -0.9379, -0.1099], [0.6359, 0.0193, -0.5319], [-2.1868, 0.2845, 3.1713], [0.0717, -0.4191, 0.0585], [0.3338, -0.8147, -0.4183], [0.2424, 0.0239, -0.0915], [-0.1691, -0.3179, 0.2641], [-0.6687, -0.2277, -0.1900], [-0.5888, 0.2115, -0.9586], [-0.4088, -0.0905, -0.4035], [0.1714, 0.1986, 0.7127], [-0.4479, 0.2596, -0.2257], [0.2173, -0.1783, -0.1673], [0.9409, 0.0576, -0.3543]],
  "mulliken_charge": [3.545, -0.794, -1.338, -1.306, 0.159, -0.203, -0.227, -0.358, 1.002, -0.773, -0.241, -0.695, 1.074, -0.704, -0.719, -0.089, -0.236, -0.253, -0.055, -0.904, -0.131, -0.453, -1.107, 1.574, 0.744, -0.963, -0.442, -0.507, 0.323, 0.290, 0.286, 0.517, 0.018, 0.454, 0.579, -1.041, 0.246, -0.634, 0.311, 0.360, 0.107, 0.272, 0.284, -0.786, 0.169, -0.825, 0.387, -0.431, -0.075, -0.827, -0.212, -0.832, 0.122, 0.309, 0.255, 0.321, 0.345, -0.313, 0.165, 0.341, -0.026, 0.384, 0.314, 0.442, 0.369, 0.223, 0.297, -0.532, 0.676, -1.165, -0.341, -0.755, -0.323, 1.175, -0.553, -0.518, 0.330, 0.289, 0.529, 0.308, 0.282, 0.253, -0.644, 0.364, -1.764, 2.081, -0.782, -0.275, -0.784, 0.395, 0.365, 0.280, 0.472, -0.994, -0.001, 0.575, 0.234, 0.340, 0.251, -0.067, -0.157, -1.152, 0.663, -0.228, -0.348, -0.590, -0.050, 0.490, -0.296, 0.375, 0.372, -0.436, 0.689, 0.227, 0.322, 0.262, 0.309, -0.491, -1.138, 1.596, -1.672, 1.074, -0.324, -0.324, 0.374, -0.415, 0.449, -0.450, 0.207, 0.252, 0.183, -1.105, 0.390, 0.165, 0.326, -1.211, 1.534, -1.536, 0.048, -1.354, 4.529, 0.534, 0.003, -0.091, -0.172, 0.299, 0.403, 0.444, 0.104, 0.470, -1.030, -0.091, -1.449, 1.162, -0.510, -0.388, -0.281, -0.710, 0.383, 0.351, 0.254, -0.422, 0.293, 0.181, 0.428, -0.038, 0.099, 0.319, 0.270, -1.862, 1.343, -1.393, -0.094, -0.993, -0.299, 0.238, 0.397, 0.601, -0.330, 0.476, 0.411, 0.203, 0.367, 0.407, 0.257, 0.277, -1.023, 0.865, -1.161, 0.011, -0.354, -0.737, 0.214, 0.436, -0.142, 0.063, 0.300, 0.560, 0.309, 0.369, -0.333, 0.278, 0.254, -1.672, 1.430, -1.463, -0.150, -0.883, -0.472, 0.414, 0.383, 0.219, 0.110, 0.393, 0.435, 0.334, 0.305, 0.260, -0.138, 0.254, -1.333, 3.121, -0.824, -0.434, -0.725, 2.743, -0.375, 0.089, 0.782, -1.897, 0.280, -0.251, 0.304, 0.226, 0.341, -0.473, -1.413]
}